{"formula": "C23H20ClMnNO3P", "method": "wB97M-V/def2-TZVPD", "symbols": ["C", "C", "C", "H", "C", "C", "H", "H", "H", "H", "Mn", "Cl", "P", "C", "C", "H", "C", "H", "C", "H", "C", "H", "C", "H", "C", "C", "H", "C", "H", "C", "H", "C", "H", "C", "H", "C", "C", "H", "C", "H", "C", "H", "C", "H", "C", "H", "O", "N", "O", "O"], "positions_angstrom": [[-0.203, -0.344, 4.342], [-0.692, 0.268, 3.217], [-1.454, -0.668, 2.438], [-0.540, 1.306, 2.946], [-1.437, -1.924, 3.052], [-0.519, -1.826, 4.282], [-0.862, -2.321, 5.215], [0.537, 0.055, 5.024], [-1.975, -0.408, 1.521], [-2.140, -2.744, 2.835], [0.293, -3.440, 2.593], [-0.392, -4.075, 0.606], [0.173, 0.226, -0.827], [-1.499, 0.658, -1.381], [-1.933, 1.941, -1.768], [-1.223, 2.769, -1.829], [-3.275, 2.151, -2.094], [-3.611, 3.155, -2.373], [-4.180, 1.084, -2.057], [-5.228, 1.255, -2.302], [-3.753, -0.202, -1.699], [-4.452, -1.045, -1.671], [-2.420, -0.418, -1.362], [-2.072, -1.422, -1.092], [0.984, 1.787, -0.381], [0.320, 2.664, 0.508], [-0.719, 2.472, 0.792], [0.967, 3.801, 0.989], [0.440, 4.466, 1.680], [2.279, 4.079, 0.584], [2.784, 4.968, 0.960], [2.952, 3.216, -0.291], [3.980, 3.426, -0.598], [2.310, 2.075, -0.773], [2.818, 1.418, -1.483], [1.009, -0.421, -2.308], [0.681, -0.112, -3.644], [-0.124, 0.595, -3.864], [1.394, -0.712, -4.687], [1.134, -0.479, -5.724], [2.428, -1.614, -4.407], [2.981, -2.076, -5.223], [2.741, -1.949, -3.081], [3.544, -2.655, -2.848], [2.010, -1.384, -2.039], [2.203, -1.682, -1.005], [0.704, -4.929, 4.051], [0.623, -4.356, 5.246], [1.623, -4.315, 5.933], [0.789, -2.316, 3.999]], "mulliken_spin": [-0.020, -0.033, 0.044, -0.005, -0.096, -0.043, -0.010, 0.004, 0.005, 0.010, 4.357, 0.054, 0.003, -0.001, 0.000, 0.000, 0.000, 0.000, 0.000, 0.000, 0.000, 0.000, -0.001, 0.001, 0.001, -0.001, 0.001, 0.000, 0.000, 0.000, 0.000, 0.000, 0.000, 0.000, 0.000, -0.001, 0.000, 0.000, 0.000, 0.000, 0.000, 0.000, 0.000, 0.000, 0.000, 0.003, -0.019, -0.003, -0.007, -0.241], "total_charge": 0, "gap_ev": [5.33, 6.85], "multiplicity": 5, "lumo_ha": [-0.104, -0.049], "homo_energy_ha": [-0.3005, -0.3005]}

=====

{"formula": "C23H20CoF10N3S5SeSi", "method": "wB97M-V/def2-TZVPD", "symbols": ["Co", "C", "N", "C", "C", "N", "C", "C", "F", "C", "F", "C", "F", "C", "F", "C", "F", "C", "C", "N", "C", "C", "F", "C", "F", "C", "F", "C", "F", "C", "F", "H", "H", "H", "H", "H", "H", "H", "H", "H", "H", "H", "S", "C", "S", "C", "C", "S", "S", "S", "C", "Si", "C", "C", "Se", "H", "H", "H", "H", "H", "H", "H", "H", "H"], "positions_angstrom": [[0.157, 0.881, 0.137], [2.976, -0.469, -0.085], [2.376, 0.858, 0.021], [2.685, 1.646, -1.166], [1.835, 1.219, -2.358], [0.589, 0.610, -1.931], [-0.306, 0.341, -2.898], [-1.369, -0.590, -2.675], [-1.338, -1.313, -1.558], [-2.366, -0.872, -3.572], [-3.310, -1.776, -3.270], [-2.380, -0.275, -4.823], [-3.359, -0.534, -5.716], [-1.329, 0.554, -5.139], [-1.278, 1.106, -6.366], [-0.323, 0.834, -4.233], [0.674, 1.619, -4.725], [2.780, 1.533, 1.255], [1.955, 1.006, 2.402], [0.569, 1.340, 2.134], [-0.331, 1.059, 3.109], [-0.233, 0.090, 4.141], [0.889, -0.635, 4.331], [-1.263, -0.170, 5.023], [-1.109, -1.133, 5.953], [-2.451, 0.526, 4.974], [-3.449, 0.247, 5.834], [-2.559, 1.556, 4.056], [-3.654, 2.329, 4.059], [-1.520, 1.826, 3.197], [-1.608, 2.934, 2.461], [4.072, -0.390, -0.142], [2.596, -0.965, -0.978], [2.700, -1.080, 0.770], [3.751, 1.562, -1.424], [2.479, 2.689, -0.940], [2.396, 0.497, -2.971], [1.683, 2.113, -2.967], [2.575, 2.599, 1.145], [3.856, 1.399, 1.449], [2.287, 1.491, 3.330], [2.124, -0.071, 2.508], [-4.761, 6.356, -0.662], [-3.641, 5.145, -0.540], [-1.937, 5.415, -0.618], [-1.409, 3.751, -0.425], [-2.397, 2.841, -0.280], [-2.172, 1.165, -0.004], [-4.031, 3.479, -0.326], [0.260, 3.396, -0.405], [-0.123, -4.953, 1.460], [0.441, -3.608, 0.241], [-0.451, -3.906, -1.405], [2.286, -3.976, -0.085], [0.093, -1.622, 1.218], [0.061, -5.961, 1.074], [-1.189, -4.853, 1.673], [0.412, -4.842, 2.406], [-0.462, -4.968, -1.670], [0.039, -3.355, -2.212], [-1.481, -3.552, -1.345], [2.452, -5.041, -0.277], [2.887, -3.688, 0.781], [2.653, -3.415, -0.948]], "mulliken_charge": [0.730, -1.652, 1.799, -1.736, -0.981, 0.818, -0.708, -0.205, -0.146, 0.078, -0.336, 0.654, -0.358, 0.182, -0.344, 0.549, -0.363, -1.493, -0.563, -0.155, -0.108, 0.753, -0.384, 0.289, -0.344, 0.596, -0.354, 0.247, -0.337, -0.218, -0.333, 0.195, 0.199, 0.315, 0.346, 0.687, 0.618, 0.413, 0.418, 0.340, 0.524, 0.339, -0.372, 0.118, -0.157, 0.298, 0.014, -0.527, -0.120, -0.511, -1.136, 0.279, -1.047, -1.205, -0.395, 0.339, 0.268, 0.265, 0.446, 0.212, 0.249, 0.429, 0.284, 0.299], "total_charge": -2, "gap_ev": [5.59, 5.74], "multiplicity": 1, "lumo_ha": [0.148, 0.153], "homo_energy_ha": [-0.0573, -0.0574]}

=====

{"formula": "C23H20F2N4O9V", "method": "wB97M-V/def2-TZVPD", "symbols": ["V", "O", "C", "C", "N", "C", "C", "O", "O", "C", "C", "O", "O", "H", "H", "H", "H", "H", "H", "H", "H", "H", "F", "C", "C", "C", "C", "C", "F", "C", "C", "C", "C", "C", "C", "N", "H", "H", "H", "H", "H", "H", "C", "C", "N", "C", "C", "N", "C", "O", "O", "C", "O", "O", "H", "H", "H", "H", "H"], "positions_angstrom": [[-0.715, -0.233, 0.099], [-0.709, -1.219, 3.082], [-0.716, -0.203, 4.079], [0.022, 1.035, 3.626], [-0.479, 1.593, 2.372], [-1.845, 2.088, 2.410], [-2.780, 1.539, 1.344], [-3.908, 1.931, 1.271], [-2.274, 0.608, 0.527], [0.476, 2.498, 1.762], [1.319, 1.834, 0.698], [2.424, 2.137, 0.385], [0.613, 0.838, 0.082], [-1.577, -1.262, 2.663], [-0.203, -0.586, 4.963], [-1.740, 0.030, 4.378], [1.071, 0.776, 3.467], [-0.017, 1.769, 4.445], [-1.892, 3.177, 2.339], [-2.312, 1.828, 3.360], [1.157, 2.951, 2.483], [-0.054, 3.305, 1.251], [-0.817, -3.268, -4.260], [-0.777, -1.992, -3.830], [-0.811, -1.747, -2.474], [-0.762, -0.444, -1.981], [-0.654, 0.625, -2.899], [-0.651, 0.300, -4.252], [-0.617, 1.285, -5.182], [-0.709, -0.983, -4.756], [-0.520, 2.058, -2.480], [0.291, 2.968, -3.163], [0.340, 4.281, -2.738], [-0.420, 4.674, -1.647], [-1.166, 3.700, -1.009], [-1.204, 2.426, -1.398], [-0.893, -2.620, -1.845], [-0.709, -1.166, -5.821], [0.896, 2.651, -4.000], [0.969, 4.993, -3.259], [-0.437, 5.699, -1.300], [-1.774, 3.954, -0.143], [3.386, -1.088, -0.126], [2.312, -2.072, 0.172], [1.017, -1.839, 0.254], [0.426, -3.050, 0.517], [1.358, -4.027, 0.612], [2.547, -3.388, 0.393], [1.349, -5.492, 0.858], [0.171, -6.060, 1.063], [2.392, -6.095, 0.868], [-1.030, -3.057, 0.637], [-1.701, -4.043, 0.834], [-1.525, -1.831, 0.485], [2.965, -0.098, -0.266], [3.916, -1.367, -1.038], [4.111, -1.052, 0.689], [3.435, -3.869, 0.388], [-0.564, -5.399, 1.006]], "mulliken_spin": [1.108, 0.005, 0.003, 0.000, 0.015, -0.001, 0.003, 0.001, -0.018, -0.003, 0.004, -0.004, -0.055, 0.000, 0.000, 0.000, -0.001, -0.001, 0.001, -0.002, -0.001, 0.000, 0.000, -0.009, 0.002, -0.054, -0.011, -0.010, -0.001, 0.012, 0.004, 0.000, 0.000, 0.001, 0.000, 0.003, 0.004, 0.001, 0.000, 0.000, 0.000, 0.001, -0.002, 0.003, -0.012, 0.012, 0.000, 0.000, 0.000, 0.000, 0.000, 0.001, 0.005, -0.003, 0.000, 0.000, 0.000, 0.000, 0.000], "total_charge": 0, "gap_ev": [7.70, 8.21], "multiplicity": 2, "de_lowest_kj_mol": 0.0, "lumo_ha": [-0.046, -0.028], "homo_energy_ha": [-0.3293, -0.3295]}

=====

{"formula": "C23H20F3I2N3OPdS", "method": "wB97M-V/def2-TZVPD", "symbols": ["Pd", "I", "C", "C", "C", "I", "C", "C", "C", "C", "N", "C", "C", "O", "H", "H", "H", "H", "F", "C", "F", "F", "C", "C", "C", "C", "C", "C", "C", "C", "H", "H", "H", "H", "C", "C", "N", "C", "S", "N", "C", "C", "H", "H", "H", "H", "H", "H", "H", "H", "H", "H", "H", "H"], "positions_angstrom": [[-0.773, 1.509, -0.298], [-4.206, 3.986, 2.902], [-4.242, 3.771, 0.827], [-5.307, 4.285, 0.082], [-5.339, 4.150, -1.282], [-6.979, 4.950, -2.322], [-4.294, 3.486, -1.959], [-4.238, 3.269, -3.353], [-3.171, 2.620, -3.909], [-2.136, 2.174, -3.079], [-2.158, 2.346, -1.782], [-3.209, 2.984, -1.193], [-3.150, 3.122, 0.239], [-2.153, 2.666, 0.909], [-6.111, 4.796, 0.596], [-5.049, 3.622, -3.976], [-3.114, 2.450, -4.975], [-1.269, 1.675, -3.491], [6.037, -1.350, 5.786], [6.267, -1.185, 4.473], [7.321, -0.351, 4.350], [6.667, -2.379, 3.983], [5.067, -0.669, 3.739], [5.184, -0.427, 2.374], [4.096, 0.045, 1.665], [2.873, 0.283, 2.308], [2.783, 0.056, 3.682], [3.874, -0.418, 4.394], [1.734, 0.711, 1.547], [0.818, 1.040, 0.826], [6.131, -0.606, 1.877], [4.178, 0.248, 0.604], [1.850, 0.263, 4.192], [3.800, -0.588, 5.459], [-1.556, -2.676, -3.634], [-0.567, -1.626, -3.146], [-0.013, -1.954, -1.833], [-0.558, -1.614, -0.659], [-1.994, -0.658, -0.529], [-0.003, -2.096, 0.443], [1.235, -2.860, 0.516], [1.018, -4.355, 0.297], [-1.937, -2.408, -4.621], [-2.399, -2.742, -2.945], [-1.080, -3.657, -3.705], [-1.061, -0.664, -3.062], [0.270, -1.535, -3.839], [0.767, -2.590, -1.820], [-0.406, -1.752, 1.296], [1.656, -2.690, 1.503], [1.951, -2.453, -0.202], [0.377, -4.761, 1.080], [1.975, -4.881, 0.330], [0.543, -4.560, -0.666]], "mulliken_charge": [0.224, 0.070, -0.624, -0.381, -0.372, 0.049, 1.165, -0.414, -1.039, -0.368, -0.434, -0.088, 1.247, -0.816, 0.340, 0.192, 0.364, 0.672, -0.282, 0.858, -0.254, -0.258, 0.321, -0.811, -0.467, 0.791, -0.533, -0.569, 0.073, -0.852, 0.383, 0.464, 0.476, 0.463, -1.108, -0.218, -0.047, 0.118, -0.291, 0.095, -0.729, -1.092, 0.384, 0.286, 0.342, -0.107, 0.430, 0.217, 0.357, 0.412, 0.383, 0.330, 0.365, 0.282], "total_charge": 0, "gap_ev": [6.05, 5.82], "multiplicity": 1, "de_lowest_kj_mol": 84.9, "lumo_ha": [-0.045, -0.055], "homo_energy_ha": [-0.2670, -0.2692]}

=====

{"formula": "C23H20F4N", "method": "wB97M-V/def2-TZVPD", "symbols": ["F", "C", "C", "C", "F", "C", "C", "C", "C", "C", "C", "F", "C", "C", "F", "C", "C", "H", "H", "H", "H", "H", "H", "H", "C", "C", "C", "N", "C", "C", "C", "C", "C", "C", "C", "H", "H", "H", "H", "H", "H", "H", "H", "H", "H", "H", "H", "H"], "positions_angstrom": [[-0.847, -3.059, 4.886], [-0.060, -2.932, 3.761], [0.797, -3.983, 3.443], [1.618, -3.792, 2.324], [2.441, -4.826, 1.929], [1.610, -2.626, 1.566], [0.785, -1.523, 1.947], [0.979, -0.275, 1.268], [0.535, 1.003, 1.797], [0.500, 2.146, 0.934], [0.104, 3.380, 1.425], [0.032, 4.460, 0.569], [-0.265, 3.588, 2.762], [-0.152, 2.478, 3.604], [-0.437, 2.649, 4.950], [0.228, 1.212, 3.163], [-0.168, -1.759, 3.004], [0.809, -4.903, 4.006], [2.334, -2.504, 0.760], [1.905, -0.198, 0.662], [0.850, 2.034, -0.098], [-0.600, 4.544, 3.124], [0.407, 0.430, 3.897], [-0.867, -0.988, 3.313], [2.027, -1.272, -2.232], [0.703, -1.364, -1.484], [0.089, -2.756, -1.605], [0.175, -0.359, -0.837], [-1.237, 0.022, -1.194], [-1.391, 1.086, -2.278], [-1.876, 0.761, -3.561], [-2.080, 1.759, -4.517], [-1.761, 3.090, -4.237], [-1.227, 3.409, -2.984], [-1.068, 2.422, -2.010], [2.786, -1.948, -1.813], [1.824, -1.577, -3.259], [2.412, -0.253, -2.246], [0.821, -3.549, -1.402], [-0.736, -2.882, -0.904], [-0.278, -2.865, -2.627], [-1.808, -0.867, -1.533], [-1.693, 0.373, -0.260], [-2.136, -0.280, -3.779], [-2.486, 1.488, -5.489], [-1.928, 3.869, -4.984], [-0.937, 4.435, -2.757], [-0.734, 2.701, -1.005]], "mulliken_charge": [-0.282, 0.167, -0.611, 0.259, -0.285, -0.720, 1.180, -0.193, 0.303, -0.953, 0.069, -0.308, -0.853, 0.151, -0.297, -1.005, -1.050, 0.507, 0.524, 0.532, 1.102, 0.533, 0.961, 1.057, -1.417, 0.653, -1.511, 0.299, -1.271, 0.377, -0.532, -0.546, -0.454, -0.565, 0.052, 0.327, 0.445, 0.355, 0.407, 0.406, 0.414, 0.615, 0.387, 0.338, 0.376, 0.385, 0.420, 0.252], "total_charge": 1, "gap_ev": 5.88, "multiplicity": 1, "de_lowest_kj_mol": 93.4, "lumo_ha": -0.219, "homo_energy_ha": -0.4357}

=====

{"formula": "C23H20GdI2N7O2S4", "method": "wB97M-V/def2-TZVPD", "symbols": ["Gd", "O", "C", "C", "C", "C", "C", "C", "C", "N", "N", "C", "O", "C", "C", "C", "C", "C", "C", "H", "H", "H", "H", "H", "H", "H", "H", "H", "H", "S", "C", "S", "C", "C", "N", "C", "N", "I", "C", "I", "H", "H", "S", "C", "N", "C", "N", "C", "S", "N", "C", "H", "H", "H", "H", "H", "H", "H", "H"], "positions_angstrom": [[0.007, 0.055, 0.873], [-0.230, 1.685, 2.309], [0.713, 2.372, 2.898], [0.648, 2.644, 4.283], [1.644, 3.349, 4.920], [2.746, 3.839, 4.212], [2.818, 3.596, 2.859], [1.832, 2.867, 2.189], [1.947, 2.721, 0.741], [1.232, 1.941, 0.036], [1.301, 2.141, -1.350], [0.492, 1.332, -1.967], [-0.195, 0.391, -1.428], [0.301, 1.620, -3.424], [-0.863, 1.215, -4.065], [-1.064, 1.499, -5.410], [-0.096, 2.181, -6.130], [1.073, 2.584, -5.494], [1.268, 2.311, -4.151], [-0.207, 2.255, 4.823], [1.576, 3.514, 5.990], [3.538, 4.373, 4.720], [3.670, 3.948, 2.288], [2.643, 3.378, 0.211], [-1.625, 0.696, -3.501], [-1.981, 1.183, -5.893], [-0.248, 2.397, -7.181], [1.838, 3.113, -6.051], [2.170, 2.622, -3.641], [-0.860, -2.636, 0.936], [0.516, -3.079, -0.029], [1.736, -1.934, -0.387], [0.576, -4.374, -0.567], [-0.452, -5.324, -0.328], [-1.282, -6.107, -0.137], [1.612, -4.787, -1.448], [2.423, -5.151, -2.185], [-1.969, -0.733, 3.742], [-0.221, -1.887, 4.155], [1.620, -1.004, 3.473], [-0.364, -2.821, 3.625], [-0.163, -2.010, 5.231], [4.312, 0.284, 2.713], [5.223, -0.437, 3.922], [5.862, -0.932, 4.759], [-4.789, -1.811, 0.808], [-3.942, -1.896, -0.365], [-3.079, -0.925, -0.723], [-2.997, 0.606, 0.036], [-2.273, -1.189, -1.753], [-2.115, -2.487, -2.375], [-5.634, -2.487, 0.674], [-5.153, -0.793, 0.912], [-4.248, -2.082, 1.715], [-3.636, -2.830, -0.601], [-1.501, -0.529, -1.841], [-2.003, -3.284, -1.633], [-1.194, -2.468, -2.953], [-2.953, -2.715, -3.040]], "mulliken_spin": [4.959, 0.185, 0.305, -0.050, 0.253, 0.067, 0.056, 0.161, 0.295, 0.403, -0.008, 0.113, 0.097, -0.017, 0.030, -0.019, 0.035, -0.017, 0.040, -0.007, 0.033, 0.002, 0.007, 0.042, 0.008, -0.001, 0.004, -0.001, 0.002, 0.003, 0.001, 0.008, 0.007, -0.001, 0.001, 0.000, 0.000, -0.002, 0.001, 0.003, 0.001, 0.000, 0.005, 0.000, 0.002, 0.001, 0.001, 0.000, 0.002, 0.001, 0.001, 0.000, 0.000, 0.000, 0.000, -0.006, 0.000, 0.000, 0.000], "total_charge": -2, "gap_ev": [4.04, 4.39], "multiplicity": 8, "de_lowest_kj_mol": 336.8, "lumo_ha": [0.136, 0.061], "homo_energy_ha": [-0.0128, -0.1002]}